Entry 1:
Here is a molecular structure, C25H39O14V in a non-equilibrium geometry from the Open Molecules 2025 dataset. Energies are from ωB97M-V/def2-TZVPD.

Geometry as XYZ:
```
79
Properties=species:S:1:pos:R:3
C 3.227 2.059 -2.947
H -1.483 4.012 -2.478
H -0.729 -1.617 0.350
H -1.515 1.630 4.333
H 2.580 2.547 3.571
C -3.016 5.170 -0.508
H 3.050 -1.169 2.398
H -3.835 3.478 0.581
C 4.636 2.611 -2.813
H 2.510 2.880 -2.963
H 3.709 1.160 3.985
O -3.635 6.148 -0.197
H 1.213 -3.908 0.731
C 5.196 1.637 -1.823
C -1.305 -4.188 2.027
C 2.992 1.172 -1.726
O -1.920 -0.769 -0.897
C -3.396 3.738 -0.382
H -0.949 1.352 2.754
O -3.260 -0.480 4.152
O 0.295 -5.684 0.984
V -3.931 -1.597 -1.495
H 2.102 1.636 1.487
C -3.216 1.640 3.101
H 1.860 -0.839 1.234
C -1.275 4.085 -1.410
H -1.001 -1.716 -2.836
O 4.320 0.872 -1.307
C -1.935 -0.391 3.661
H -0.815 0.063 0.659
H 0.220 -4.462 3.455
H 1.982 -4.932 1.813
C 2.743 0.969 2.064
C -1.075 -2.120 -5.792
H -1.614 -0.945 2.779
C 2.239 -0.471 2.187
O -1.619 -2.627 -4.618
H -1.254 -0.705 4.452
H 1.024 -1.200 -3.595
C -0.785 -0.655 -0.160
O 1.419 -0.472 3.325
C 1.778 0.531 4.205
H -3.474 1.463 2.057
H -0.191 3.997 -1.496
H 0.151 -0.487 -0.692
H 2.989 1.571 -3.893
H 2.278 0.394 -1.997
H -4.089 3.497 -1.188
H 0.571 -0.683 -5.818
C 2.778 1.476 3.515
H 5.115 2.411 -3.771
H -1.603 2.986 0.385
O -1.780 5.305 -1.062
H -0.506 -3.356 -2.871
C -1.029 -5.509 1.294
O 1.279 0.628 5.312
C -1.786 1.116 3.411
O 6.411 1.624 -1.589
C -4.012 0.607 3.828
H 1.380 -2.898 -4.115
O -1.699 -2.031 -6.855
C -2.029 3.051 -0.616
H -1.847 -3.533 1.344
H 0.412 -2.862 2.667
C -0.676 -2.498 -3.522
O -5.199 0.714 4.159
H 1.031 -2.231 -6.299
O -3.759 -1.239 -3.047
C 0.678 -2.065 -4.161
C 0.124 -3.903 2.524
O -1.772 -6.411 1.054
H 3.753 0.984 1.656
H 4.637 3.665 -2.534
H -2.055 2.048 -1.041
C 0.372 -1.730 -5.590
H -3.416 2.697 3.277
H 2.484 1.800 -0.994
C 0.979 -4.627 1.515
H -2.035 -4.412 2.805
```

As for the HOMO energy (alpha / beta): -12.1705 / -12.1705 eV. The spin multiplicity is 2. The energy above the lowest of the compared OMol25 structures with the same formula, charge and spin comes out at 0.0 kJ/mol. The total charge is +1. The value obtained for the HOMO-LUMO gap (alpha / beta) is 3.771 / 3.994 eV.

Results of the Löwdin charge analysis, in e, for atoms 1 through 2:
1. C -0.168
2. H 0.128



Entry 2:
Here is a molecular structure, C25H40Al2B2F10Li2NO12P2S2 in a non-equilibrium geometry from the Open Molecules 2025 dataset. Energies are from ωB97M-V/def2-TZVPD.

Geometry as XYZ:
```
98
Properties=species:S:1:pos:R:3
C 1.321 -1.248 -2.214
O -0.776 5.407 0.112
C -4.644 4.315 -2.826
H 4.768 -0.173 8.033
C -9.192 3.545 -1.810
H 6.348 1.285 4.234
B -0.087 -1.205 0.130
F 1.254 8.691 3.219
H 1.687 -5.950 -0.621
S -6.182 3.518 -3.115
O -7.115 4.701 -2.452
O 3.057 -1.642 0.814
H 1.328 -5.865 1.089
B 0.387 -0.278 -1.237
H -8.783 4.497 -3.710
C -2.815 -7.223 -2.150
H 3.360 -1.639 -2.799
H 2.480 -4.013 1.401
F 1.028 7.747 0.575
O 2.054 0.086 4.500
H 2.799 -6.714 0.617
C 5.763 -1.501 -1.184
O -6.271 2.354 -2.301
H -8.921 3.664 -0.761
H -4.549 4.533 -1.762
H 4.112 0.983 3.189
O 6.821 0.722 6.722
H 2.532 -0.473 6.986
F -3.063 2.639 -4.949
Li -1.415 -10.593 -1.180
H -1.306 0.397 1.205
H -4.591 5.230 -3.420
C -2.524 -5.927 -1.773
C -1.942 6.080 -0.156
H 3.275 -0.224 -1.790
H -3.853 3.631 -3.135
H 5.508 -1.463 -2.256
H -0.442 -8.717 -0.244
C 2.159 -5.857 0.365
H -2.264 -9.284 -1.876
O -2.092 7.202 0.299
C 3.384 -0.098 6.433
H 5.047 -0.050 0.356
O -2.731 5.408 -0.891
H -3.082 -5.092 -2.173
C 5.701 -0.095 -0.525
C 2.838 -1.226 -1.911
H 0.466 -2.838 1.043
F 1.647 1.634 -2.016
C 0.195 2.307 -0.307
H 0.537 -1.567 2.804
C 5.731 0.578 6.214
C 2.919 -4.501 0.516
F 0.333 2.374 1.126
O 2.732 -3.730 -0.681
N -0.764 -6.701 -0.331
Al 2.143 2.671 1.494
O 5.001 -2.517 -0.495
C 4.580 0.062 6.994
H 3.978 -4.701 0.741
H 1.201 -0.832 -3.235
Al 1.924 7.639 2.038
H -1.635 -1.409 -2.824
H -2.293 0.269 -1.354
C -0.824 -0.572 1.413
C -8.556 4.631 -2.651
C 4.300 0.748 4.229
O 0.111 -2.579 0.177
C -1.490 -5.719 -0.865
F 3.566 8.065 1.738
F 2.156 0.977 0.040
F 1.885 6.011 2.642
H -0.109 -0.069 3.489
P 3.379 -2.242 -0.496
H -10.277 3.579 -1.904
F 0.721 3.448 -0.728
F -1.075 2.347 -0.556
C 0.243 -0.530 2.560
C 5.497 0.909 4.787
P -1.285 -0.161 -2.258
H -8.858 2.558 -2.123
Li -6.508 6.449 -2.814
H -8.961 5.601 -2.351
O -6.445 3.468 -4.516
H -1.048 4.623 -0.392
H 1.178 -0.029 2.268
C 3.151 0.233 5.008
H 6.809 -1.840 -1.146
H -1.222 -4.717 -0.542
S -1.153 1.140 -3.761
C -1.059 -7.937 -0.704
C -2.065 -8.252 -1.604
H -1.609 -1.280 1.745
H 0.929 -2.274 -2.269
H 6.712 0.203 -0.205
H 5.387 0.678 -1.248
C 1.060 1.142 -0.895
H -3.610 -7.430 -2.855
```

As for the HOMO energy: -9.1769 eV. The total charge is +1. The value obtained for the HOMO-LUMO gap is 2.250 eV.

Results of the Löwdin charge analysis, in e, for atoms 1 through 2:
1. C -0.195
2. O 0.073



Entry 3:
Here is a molecular structure, C25H40Cl10N3O5Pd2 in a non-equilibrium geometry from the Open Molecules 2025 dataset. Energies are from ωB97M-V/def2-TZVPD.

Geometry as XYZ:
```
85
Properties=species:S:1:pos:R:3
H 3.926 -5.769 2.258
Cl 3.635 -3.066 3.261
C 2.159 -1.612 -5.886
Cl 4.460 2.601 -1.217
Cl 0.701 -6.888 1.021
C 2.463 -0.353 -3.794
H -1.419 -4.947 -1.251
C 0.596 -0.355 2.321
H -4.626 3.380 1.263
C 0.294 -1.391 0.084
Cl 5.779 -4.691 1.531
Cl -3.401 2.343 -3.702
H 1.620 -1.061 -6.657
H 2.757 4.057 -1.478
H -1.136 1.701 -3.283
C 2.825 3.198 -0.811
Pd -0.403 -1.928 -2.694
C -1.903 5.115 2.965
H 2.093 2.460 -1.140
O 0.326 2.104 2.424
H 0.829 -4.919 -0.291
O -0.288 0.063 -1.753
H 3.560 0.355 -6.849
C 3.245 -3.696 1.577
H -0.269 2.083 -0.141
O 0.643 -0.550 3.616
C 2.754 3.524 0.624
H 0.634 -2.477 2.062
H 1.697 3.639 0.866
C -1.889 2.323 -2.798
Cl -0.544 6.992 4.607
O 0.404 -2.316 -0.682
C 4.008 -4.982 1.509
C 0.575 -1.508 1.587
H -3.985 2.380 0.057
Cl -2.686 6.270 1.878
H 2.165 -3.837 1.524
H 3.012 0.529 -3.432
H -1.060 -6.597 -1.186
H -3.009 -0.494 3.934
Pd 0.425 1.466 4.936
H -2.544 4.915 3.824
C -3.239 -0.393 0.679
H 2.889 -2.283 -6.340
H -2.124 1.855 -1.842
H -0.242 -4.670 1.070
C 0.045 -5.389 0.302
Cl -1.082 4.398 -4.243
H 1.428 -2.229 -5.363
N 2.876 -0.706 -5.027
H 3.918 -5.414 0.512
H -4.023 1.614 3.068
H -1.407 -3.204 2.954
C 3.842 0.065 -5.837
H -0.271 3.722 -2.148
O 1.626 -1.059 -3.233
H -2.845 -3.251 3.901
H 0.076 4.861 3.801
N -3.326 0.227 1.884
H 4.883 -0.258 -5.843
C -3.596 1.646 2.066
C -3.124 -1.719 0.987
H -1.881 4.421 -2.013
H 3.970 0.944 -5.204
H -3.310 0.140 -0.258
H 3.628 -2.966 0.864
C -0.050 1.166 0.387
C -1.252 3.772 -2.622
C -3.145 -0.758 2.895
C -0.558 5.657 3.412
H -1.698 4.189 2.428
H 3.203 2.802 1.307
H 0.001 5.989 2.537
H -5.393 1.788 0.990
C -1.158 -5.727 -0.537
C -4.447 2.327 1.043
H -3.037 -2.587 0.350
N -2.920 -1.979 2.298
H -2.611 2.081 2.231
Cl 3.592 5.051 1.018
Cl -2.551 -5.967 0.496
H -2.832 -4.057 2.291
C -0.074 0.029 -0.512
C -2.494 -3.199 2.871
C 0.294 1.008 1.694
```

As for the HOMO energy (alpha / beta): -15.9712 / -15.9712 eV. The spin multiplicity is 5. The total charge is +3. The value obtained for the HOMO-LUMO gap (alpha / beta) is 5.756 / 2.824 eV.

Results of the Löwdin charge analysis, in e, for atoms 1 through 2:
1. H 0.074
2. Cl 0.533



Entry 4:
Here is a molecular structure, C25H40N2O6S3Sb in a non-equilibrium geometry from the Open Molecules 2025 dataset. Energies are from ωB97M-V/def2-TZVPD.

Geometry as XYZ:
```
77
Properties=species:S:1:pos:R:3
H -0.088 -2.948 -0.392
H 3.033 -2.349 -3.636
O 3.465 -2.305 -2.772
H -3.715 -7.603 -0.957
H -2.369 0.311 0.313
H -3.529 2.906 -0.771
H -0.580 3.857 1.869
H 2.917 1.798 -4.046
C 4.679 3.073 5.860
C 2.155 -0.986 -0.538
C 1.548 2.056 0.262
H -2.171 -4.155 -0.194
C -4.261 -6.742 -1.298
H 2.480 -0.052 5.556
H -3.085 -2.774 -0.875
H -4.586 -3.872 -2.750
H 0.242 1.744 1.932
H 3.475 3.903 4.311
H 5.297 3.956 5.950
H -4.589 1.907 -4.024
N -3.705 -5.700 -1.997
H 1.229 0.904 3.874
H -0.324 -1.537 -2.366
O -0.250 1.762 -3.527
H 3.543 0.602 -1.241
H 2.601 1.782 0.335
N -5.522 -6.556 -1.071
H 0.918 2.600 4.208
H 1.846 3.129 -3.563
H 4.301 0.011 7.206
O -1.134 1.726 -0.600
H -4.038 0.428 -2.357
C -2.316 1.380 0.053
H -6.823 -4.939 -1.625
O 4.308 -0.324 -3.428
C -2.131 -3.297 -0.862
C -4.726 -4.794 -2.218
H 1.489 2.909 -0.412
O 2.136 2.226 2.573
Sb 0.414 0.375 -0.569
H 0.909 4.325 2.658
S 0.919 1.034 -3.024
C -3.472 1.358 -2.241
C 0.503 3.857 1.758
H 2.853 2.343 -2.334
H -1.828 -0.822 -1.699
C -2.365 -5.577 -2.380
H 0.788 4.469 0.907
H -1.248 -1.955 0.517
C 2.289 2.187 -3.248
S -1.782 -3.935 -2.546
H -4.454 1.503 -0.302
C 2.838 1.925 4.826
O 1.239 -0.185 -3.781
C 3.454 -0.479 -1.191
C -0.836 -1.205 -1.464
C 3.092 0.837 5.640
C -0.997 -2.351 -0.470
C 1.053 2.426 1.650
H 4.281 -0.820 -0.557
C -5.827 -5.343 -1.658
C -4.007 2.395 -3.241
S -1.435 -6.869 -2.690
C -3.521 1.812 -0.782
C 1.690 1.898 3.861
H 1.865 -1.931 -0.987
H -2.374 1.922 1.012
H -3.168 2.866 -3.752
H -2.447 1.122 -2.519
C 3.648 3.045 4.945
H -4.611 3.164 -2.761
H 5.722 2.014 7.402
C 4.121 0.862 6.564
C 3.781 -0.992 -2.569
H -0.080 -0.132 1.044
H 2.359 -1.169 0.518
C 4.916 1.985 6.681
```

As for the HOMO energy: -5.0861 eV. The energy above the lowest of the compared OMol25 structures with the same formula, charge and spin comes out at 0.0 kJ/mol. The total charge is -1. The value obtained for the HOMO-LUMO gap is 6.311 eV.

Results of the Löwdin charge analysis, in e, for atoms 1 through 2:
1. H 0.098
2. H 0.120



Entry 5:
Here is a molecular structure, C25H40N7O2SSe2Zr in a non-equilibrium geometry from the Open Molecules 2025 dataset. Energies are from ωB97M-V/def2-TZVPD.

Geometry as XYZ:
```
78
Properties=species:S:1:pos:R:3
Se -2.063 0.058 -2.178
H 5.266 -0.648 -1.899
H -3.620 -5.585 4.903
H 1.893 2.074 4.973
H -2.435 3.066 -0.272
H 0.433 3.736 -5.898
Zr -0.181 0.767 -0.150
N 0.887 1.091 3.470
C -1.250 0.907 5.142
C 0.848 2.878 -0.813
C 0.763 2.952 0.603
H -0.558 -2.728 2.857
C -4.421 -3.033 2.952
H -1.639 2.244 -4.497
C -3.629 -3.961 3.668
H -0.987 3.112 1.959
C 3.006 -0.749 0.761
N -0.258 -0.080 1.866
H -4.455 -1.323 1.672
H 3.199 -1.472 -3.120
C -0.597 2.973 0.962
Se 0.802 1.620 -4.575
N 1.077 -0.711 -1.673
H 1.122 -0.571 -2.682
O -0.959 -1.333 0.064
H -2.143 0.831 5.752
H 1.672 0.548 1.533
H 1.610 -2.768 -1.671
H 3.910 -2.596 -1.984
H 2.746 0.872 -1.591
C -0.087 1.497 5.606
O -2.351 0.417 0.730
C -1.635 -2.838 2.887
H 1.226 -1.960 0.657
H -0.743 3.076 -2.349
C 3.370 -1.651 -2.053
C -3.845 -2.031 2.217
H -0.006 1.884 6.610
H -4.012 1.170 -1.133
C 2.035 -1.823 -1.327
H 4.927 -1.534 0.297
H 1.730 3.078 -1.402
H -4.411 0.676 -2.793
N -1.342 0.405 3.909
H 4.280 1.542 -1.477
H 0.168 -1.150 -1.524
H -5.499 -3.123 2.983
H -2.697 -0.079 -4.580
N 3.724 0.793 -1.893
C 4.358 -0.637 0.050
S -1.623 -0.748 1.287
C 0.961 1.588 4.708
H -5.190 -5.043 4.449
H 1.581 3.151 1.280
C -3.667 1.156 -2.163
H 4.937 0.208 0.438
H -1.241 1.228 -5.888
H 3.763 0.908 -2.908
H -1.115 -0.791 -4.351
C 1.013 2.836 -6.086
C -2.217 -3.835 3.616
N 2.212 0.516 0.659
H 0.670 2.334 -6.985
C -0.255 0.488 3.155
C -2.453 -1.944 2.182
H -1.597 -4.542 4.153
H -3.464 2.165 -2.515
C 2.207 -1.918 0.190
C 4.266 -0.563 -1.473
N -4.191 -4.943 4.381
H 2.064 3.091 -6.192
C -1.364 2.950 -0.225
H 2.721 -2.850 0.431
C -1.713 0.097 -4.148
H 3.219 -0.950 1.813
C -0.476 2.898 -1.322
H 2.852 1.296 0.773
C -1.128 1.334 -4.809
```

As for the HOMO energy: -15.3200 eV. The energy above the lowest of the compared OMol25 structures with the same formula, charge and spin comes out at 171.2 kJ/mol. The total charge is +3. The value obtained for the HOMO-LUMO gap is 7.278 eV.

Results of the Löwdin charge analysis, in e, for atoms 1 through 2:
1. Se 1.045
2. H 0.167



Entry 6:
Here is 6 unconnected molecules or ions with the total composition C25H40NO17 in a non-equilibrium geometry from the Open Molecules 2025 dataset. Energies are from ωB97M-V/def2-TZVPD.

Geometry as XYZ:
```
83
Properties=species:S:1:pos:R:3
H -5.160 -1.537 6.783
C -1.815 -6.227 0.999
H 2.326 0.786 -3.186
C -1.568 -4.748 0.982
H 3.293 -1.101 3.437
C 1.613 2.323 -1.724
H 5.267 3.050 0.470
C -0.283 4.642 -7.286
H -0.907 -6.780 1.265
H -1.459 6.421 -6.910
H -0.760 4.578 -8.271
C -3.559 0.194 4.854
O -0.477 -1.316 4.153
C 0.031 -2.577 4.123
H -1.748 -0.418 -2.743
H -3.916 -6.283 1.507
C -0.013 -0.277 -4.176
O 4.094 1.055 3.479
O 1.171 -2.633 3.385
H -3.005 0.170 5.795
O -7.354 -1.799 3.164
N 0.168 0.969 -3.375
C -1.033 5.570 -6.375
H 7.685 2.912 0.476
C -2.960 -6.641 1.898
H 0.057 0.368 3.060
C 4.569 1.991 2.898
C 5.024 4.104 2.335
O 4.050 3.248 2.917
O -0.467 -3.519 4.679
C 0.519 -0.456 3.606
H -3.043 -0.429 4.120
H 3.200 -1.636 1.772
O -2.062 4.734 -5.862
O -5.630 -0.468 3.788
H -1.152 -2.407 -1.569
C 2.726 -0.984 2.512
C -1.590 3.457 -5.911
H -0.827 -3.309 -3.174
O -6.343 -2.092 5.169
C -1.494 -5.533 -1.105
H -1.998 -1.443 -4.267
H 4.545 4.915 1.785
H 2.811 0.045 2.170
H -2.825 -6.263 2.914
C 1.399 0.944 -2.534
H 7.802 3.472 2.133
O -2.115 -6.499 -0.366
O 2.838 2.437 -1.053
C 1.280 -1.380 2.702
H 0.789 -1.483 1.728
C -5.113 -1.606 5.695
C 5.777 3.171 1.432
O -0.438 3.385 -6.637
H 0.478 -2.204 -2.395
H 1.723 4.834 -6.501
O 5.694 1.933 2.137
C -4.991 -0.258 5.045
H -3.030 -7.731 1.941
C 1.182 4.993 -7.438
H 0.927 -0.929 -4.048
O -2.115 2.522 -5.383
H 1.313 6.030 -7.754
H -0.145 -0.111 -5.298
C 7.220 3.572 1.212
H 1.120 -0.048 4.425
H -3.536 1.216 4.465
H 0.076 1.825 -3.931
H 1.321 0.029 -1.834
O -1.014 -4.536 -0.308
O 0.704 3.229 -1.675
H -4.314 -2.300 5.416
C -0.651 -2.344 -2.597
C -1.225 -1.111 -3.494
H -5.558 0.502 5.592
H 1.650 4.343 -8.182
H 7.296 4.600 0.852
C -6.522 -1.482 3.964
O -1.390 -5.558 -2.297
H -2.480 -4.150 1.075
H -0.433 5.940 -5.537
H -0.859 -4.435 1.751
H 5.639 4.530 3.136
```

As for the HOMO energy: -4.3530 eV. The total charge is -1. The value obtained for the HOMO-LUMO gap is 6.534 eV.

Results of the Löwdin charge analysis, in e, for atoms 1 through 2:
1. H 0.139
2. C -0.344